Formula: C23H15Cl3N2O6
Source: the OMol25 dataset
Level of theory: the ωB97M-V functional and the def2-TZVPD basis

Each line ends with the Löwdin charge.
Element x y z (Å)
1 Cl -3.365 -0.546 2.253  0.80
2 Cl -1.141 3.349 -0.734  0.78
3 Cl -2.096 -0.933 -2.476  0.83
4 O -1.528 -2.779 1.377  0.04
5 O -2.709 -2.628 -0.403  0.03
6 O 0.418 1.090 -0.072  0.05
7 O 3.286 -2.502 1.225  0.14
8 O 2.264 0.374 1.668  0.01
9 O 2.815 2.479 1.106  0.14
10 N -1.219 1.277 1.494  0.11
11 N -1.675 -2.484 0.210  -0.36
12 C 5.323 -1.193 -0.652  -0.01
13 C -4.428 1.157 -1.188  -0.07
14 C -5.526 -0.677 0.147  -0.06
15 C 3.124 -1.648 0.387  -0.32
16 C 5.165 1.520 -0.136  0.01
17 C -0.530 -1.924 -0.466  -0.15
18 C 6.262 1.011 -0.804  -0.06
19 C 4.133 0.680 0.276  -0.06
20 C 3.009 1.295 1.024  -0.42
21 C 0.061 1.088 1.081  -0.44
22 C 4.204 -0.689 0.001  -0.10
23 C -3.382 0.432 0.819  -0.52
24 C 1.852 -1.521 -0.381  -0.13
25 C 6.344 -0.350 -1.055  -0.06
26 C -0.613 -1.231 -1.679  -0.55
27 C 1.054 0.844 2.226  -0.04
28 C 0.701 -2.069 0.163  0.07
29 C -2.356 2.154 -0.499  -0.59
30 C -2.310 1.303 0.605  -0.27
31 C -4.444 0.328 -0.072  -0.31
32 C 1.768 -0.851 -1.602  0.01
33 C 0.554 -0.720 -2.242  -0.08
34 C -3.413 2.071 -1.393  -0.12
35 H -1.458 1.050 2.451  0.11
36 H 0.702 0.065 2.903  0.15
37 H -3.432 2.729 -2.246  0.11
38 H 7.205 -0.757 -1.564  0.11
39 H 7.057 1.670 -1.120  0.11
40 H 5.382 -2.254 -0.846  0.12
41 H -6.312 -0.566 -0.594  0.08
42 H -5.105 -1.680 0.064  0.08
43 H 1.223 1.784 2.766  0.15
44 H 0.485 -0.183 -3.174  0.11
45 H 5.083 2.573 0.085  0.12
46 H 0.758 -2.601 1.102  0.14
47 H -5.955 -0.575 1.142  0.07
48 H 2.654 -0.422 -2.046  0.13
49 H -5.234 1.089 -1.902  0.12

Results
* E_tot: -76925.48852 eV
* total charge: 0
* HOMO-LUMO gap: 8.443 eV